No. 1
The following is a quantum chemistry calculation of C32H40Cl2NOP3RuS as an isolated structure, from OMol25.

Each line ends with the Mulliken spin population.
Atoms and positions in Å:
1 H 3.199 0.193 -3.686  0.00
2 H -1.006 -1.211 -0.834  0.01
3 O -2.202 0.568 -0.491  0.06
4 C -4.905 -0.791 0.296  0.00
5 H 3.348 2.642 -0.114  0.00
6 H -2.219 1.604 1.545  0.00
7 P 1.392 -2.220 2.638  -0.05
8 P -3.683 -2.054 0.633  0.00
9 H 5.559 0.761 -4.212  0.00
10 H -1.736 1.196 -1.092  -0.01
11 H -5.858 -1.233 -0.021  0.00
12 C -0.438 -0.032 -3.420  0.10
13 H -1.792 -1.055 -4.698  0.00
14 C -0.379 -2.417 -3.751  0.06
15 H 1.144 -3.508 -2.703  0.00
16 P 1.505 1.499 -2.559  0.52
17 C -3.427 -3.059 -0.827  0.00
18 H -5.207 -3.557 1.736  0.00
19 H 1.599 0.891 1.125  0.06
20 H -0.334 -3.828 3.015  0.00
21 H -0.862 0.956 -3.605  -0.01
22 C 0.713 0.332 1.581  -0.04
23 C -1.289 -0.526 0.015  0.11
24 H -4.397 -2.505 2.886  0.00
25 H 2.144 -1.470 -1.651  0.00
26 H -5.077 -0.191 1.196  0.00
27 C -0.098 4.634 -3.506  0.01
28 H -0.060 -3.585 1.264  0.00
29 H -1.288 4.296 5.118  0.00
30 C -1.045 5.073 -2.562  0.01
31 C 0.720 -2.517 -2.892  -0.01
32 H -4.361 -3.545 -1.134  0.00
33 C 1.291 -1.376 -2.327  0.01
34 C 5.789 2.043 -2.452  0.08
35 C 0.431 -3.713 2.238  0.00
36 C -1.332 3.551 4.325  0.00
37 H -3.544 -3.881 2.195  0.00
38 H 0.290 2.147 4.883  0.00
39 C 2.273 -2.648 4.175  0.01
40 C -0.956 -1.169 -4.015  -0.03
41 C -0.137 -0.023 0.643  0.71
42 C -0.541 2.444 4.241  0.00
43 C 2.708 -2.212 1.365  0.00
44 C 3.833 2.271 -1.021  0.02
45 C -2.068 -1.308 1.111  0.01
46 C 5.167 2.560 -1.307  0.01
47 H 2.965 -3.480 3.996  0.00
48 H -2.175 -1.787 3.159  0.01
49 C -4.251 -3.080 1.971  0.00
50 Cl -0.486 -1.052 5.391  0.22
51 H -1.632 5.950 -2.833  0.00
52 C 3.792 0.842 -3.045  0.11
53 H 3.416 -3.034 1.552  0.00
54 C 3.131 1.491 -1.965  0.03
55 H -0.565 2.814 -0.032  -0.02
56 C -1.217 4.420 -1.336  0.02
57 Cl 2.242 0.554 3.732  0.04
58 C -1.813 2.098 2.427  0.02
59 H 6.820 2.300 -2.704  0.00
60 S -2.474 3.589 3.004  0.00
61 H -0.789 -3.295 -4.247  0.00
62 H 2.810 -1.745 4.493  0.00
63 C -1.588 -1.261 2.386  0.05
64 C 5.105 1.179 -3.319  -0.03
65 H 1.087 -4.595 2.218  0.00
66 H 3.250 -1.260 1.404  0.00
67 C -0.468 3.271 -1.020  0.06
68 H 2.280 -2.340 0.361  0.00
69 H -3.063 -2.436 -1.650  0.00
70 H 1.516 -2.892 4.929  0.00
71 C 0.662 3.520 -3.201  0.02
72 N -0.883 1.585 3.233  0.00
73 C 0.453 2.817 -1.993  -0.02
74 H -1.953 4.829 -0.633  0.00
75 C 0.754 -0.104 -2.666  0.08
76 H -4.524 -0.137 -0.493  0.00
77 H 1.425 3.095 -3.880  -0.01
78 Ru 0.146 -0.380 3.145  1.75
79 H 5.755 3.216 -0.657  0.00
80 H 0.086 5.113 -4.458  0.00
81 H -2.682 -3.833 -0.613  0.00

The spin multiplicity is 5. As for the charge: +2. The frontier orbital gap (alpha / beta) is 7.019 / 5.947 eV. As for the expectation value of S²: 6.0619.



No. 2
The following is a quantum chemistry calculation of a 2-piece molecular cluster, CH6N4S overall, from OMol25.

Each line ends with the Löwdin charge.
Atoms and positions in Å:
1 H -1.422 -1.356 1.296  0.09
2 N -0.628 -0.868 0.833  0.01
3 H 0.865 -0.426 0.777  -0.18
4 S 2.152 0.133 0.995  0.66
5 H -0.303 0.027 -0.957  0.11
6 N 1.724 1.477 0.095  -0.58
7 H 3.135 2.752 0.617  0.03
8 H -2.193 -1.086 -1.960  0.07
9 N 2.286 2.574 0.055  -0.06
10 N -2.018 -1.094 -1.007  0.11
11 H -2.692 -1.469 -0.369  0.09
12 C -0.908 -0.663 -0.375  -0.37

For the energy relative to the best compared isomer or geometry (same formula, charge and spin), the calculation gives 34.0 kcal per mole. Its SMILES is [H]/N=C\N.[H]/N=N\S. The frontier orbital gap is 8.997 eV.



No. 3
The following is a quantum chemistry calculation of C5H10N2Si in the gas phase, from OMol25.

Each line ends with the Löwdin charge.
Atoms and positions in Å:
1 N -0.475 -2.162 0.832  -0.02
2 N -2.682 -2.409 1.171  0.05
3 H 2.329 -0.248 -1.534  0.04
4 C -2.548 -1.317 0.516  -0.15
5 H -1.147 -3.772 1.915  0.10
6 C -0.052 2.136 0.291  -0.22
7 H -3.403 -0.660 0.329  0.10
8 H 0.125 2.675 -0.576  -0.01
9 H -1.092 2.144 0.395  0.00
10 C -1.089 -1.068 0.196  -0.31
11 H 0.675 -0.927 -1.917  0.04
12 H 1.533 -0.067 1.232  -0.06
13 C -1.386 -2.903 1.307  -0.25
14 H 1.108 0.864 -2.105  0.03
15 Si 0.671 0.401 0.276  0.78
16 H 0.261 2.792 1.203  0.07
17 C 1.211 -0.047 -1.481  -0.24
18 H -0.936 -1.080 -0.841  0.04

For the energy relative to the best compared isomer or geometry (same formula, charge and spin), the calculation gives 65.6 kcal per mole. Its SMILES is C[SiH](C)[C@@H]1C=NC=N1. The frontier orbital gap is 9.619 eV.



No. 4
The following is a quantum chemistry calculation of C5H12O in the gas phase, from OMol25.

Each line ends with the Löwdin charge.
Atoms and positions in Å:
1 H -2.098 0.408 -1.617  0.08
2 H -1.591 1.583 -0.394  0.09
3 H 1.920 -0.091 -1.117  0.13
4 H -0.262 -1.106 -0.925  0.14
5 H -2.060 -0.242 1.417  0.08
6 H -0.527 1.203 -1.773  0.08
7 H -1.247 -1.805 1.258  0.08
8 H 0.293 0.899 1.340  0.13
9 H 3.480 -0.259 0.192  0.05
10 C -0.626 -0.338 -0.223  -0.47
11 C 0.545 0.126 0.599  -0.22
12 C -1.236 0.780 -1.052  -0.08
13 O 2.812 -0.037 0.848  -0.14
14 H 1.062 -0.791 1.149  0.16
15 C -1.666 -0.966 0.690  -0.09
16 H 1.968 1.516 -0.328  0.11
17 H -2.514 -1.345 0.109  0.08
18 C 1.746 0.464 -0.172  -0.20

For the energy relative to the best compared isomer or geometry (same formula, charge and spin), the calculation gives 26.4 kcal per mole. Its SMILES is CC(C)CCO. The frontier orbital gap is 11.303 eV.



No. 5
The following is a quantum chemistry calculation of a 9-piece molecular cluster, C50H112F6NO28S2 overall, from OMol25.

Each line ends with the Löwdin charge.
Atoms and positions in Å:
1 H -1.014 -1.369 2.538  0.09
2 H -0.812 -3.662 6.547  0.12
3 S 1.107 -0.206 -1.683  0.71
4 O 5.093 -3.600 0.331  -0.12
5 C 8.090 3.954 -1.204  -0.19
6 H -1.414 3.851 -11.513  0.12
7 H 5.133 8.342 -1.443  0.12
8 C -5.315 -9.717 0.624  -0.11
9 H -1.628 2.808 -6.530  0.13
10 H 2.184 7.329 -2.372  0.07
11 H -5.008 -10.307 1.488  0.08
12 H -5.091 2.647 -11.380  0.08
13 C -6.599 -3.586 7.226  -0.12
14 H 2.817 1.591 -4.627  0.06
15 C 6.580 4.172 -1.486  -0.19
16 H -1.522 2.310 9.219  0.13
17 O -4.196 -0.867 -2.130  -0.16
18 F 2.455 -0.043 2.484  0.10
19 H 3.295 -2.781 -0.672  0.10
20 F -0.601 -1.908 -0.389  0.10
21 F 1.919 2.077 2.948  0.15
22 H 3.141 7.777 -0.347  0.11
23 H -2.722 -0.075 -3.363  0.11
24 O 4.230 -4.159 2.994  -0.19
25 H -0.021 3.308 -9.714  0.12
26 H 4.216 -3.675 4.989  0.09
27 O 3.374 5.694 -0.100  -0.13
28 O -5.404 -3.251 6.516  -0.18
29 H -1.267 -4.939 5.516  0.12
30 C -4.865 -6.253 1.376  -0.16
31 H -4.471 -0.301 -4.832  0.12
32 H -0.906 -1.133 -4.844  0.08
33 C 3.560 -4.171 4.274  -0.09
34 H -1.318 0.018 3.595  0.10
35 O 0.045 1.261 0.902  -0.32
36 C -1.345 4.932 0.527  -0.12
37 H 4.724 -3.010 -1.567  0.12
38 H -10.738 0.478 -7.013  0.08
39 C -3.686 -3.940 4.972  -0.22
40 H -6.523 2.151 -5.144  0.13
41 C -0.834 2.575 -7.240  -0.16
42 H 3.093 1.379 5.598  0.12
43 H -4.068 1.318 -10.817  0.08
44 C -4.062 2.296 -11.299  -0.10
45 H -10.736 1.141 -5.271  0.08
46 H -1.098 -3.417 3.567  0.11
47 O -2.142 -6.194 -1.338  -0.18
48 H -6.286 0.607 -5.885  0.12
49 H 2.598 -3.658 4.263  0.06
50 C -0.879 -2.978 4.540  -0.25
51 H 6.635 0.634 0.818  0.08
52 H -1.331 -7.192 -3.003  0.08
53 H -0.166 3.431 -7.340  0.11
54 H -5.392 -8.033 2.474  0.12
55 H 3.365 -5.215 4.519  0.08
56 H -3.409 -4.908 4.555  0.12
57 O 6.081 2.932 -1.906  -0.12
58 H -4.384 -6.043 2.331  0.10
59 H 6.010 0.705 -0.819  0.07
60 H 2.400 -2.279 6.545  0.09
61 H 8.124 2.358 1.707  0.08
62 C 3.903 7.019 -0.168  -0.16
63 H 6.490 4.852 -2.333  0.13
64 H 4.062 4.568 -2.961  0.11
65 H 0.670 -0.086 -4.762  0.06
66 H -8.205 -0.376 -4.559  0.13
67 H 1.401 2.220 9.892  0.12
68 C 3.551 -4.842 1.958  -0.22
69 H -5.668 -4.338 4.628  0.12
70 H -2.254 4.914 1.128  0.08
71 C -1.801 3.105 -10.818  -0.20
72 C 4.379 -2.710 -0.578  -0.16
73 C -2.178 -4.881 -0.770  -0.21
74 H -8.579 1.295 -4.142  0.12
75 C 0.526 2.424 9.275  -0.20
76 C -6.682 1.084 -4.988  -0.20
77 H -3.425 1.055 -2.298  0.13
78 O -5.991 0.650 -3.813  -0.13
79 H -5.581 -5.445 1.224  0.12
80 H 4.464 1.865 -1.816  0.10
81 H -1.060 2.924 10.700  0.12
82 O -2.807 -3.500 5.973  -0.12
83 C 8.141 3.210 1.027  -0.13
84 C -0.445 0.814 11.920  -0.08
85 H -1.672 5.476 -0.359  0.08
86 H 2.351 4.442 1.153  0.11
87 O 4.261 7.231 -2.738  -0.20
88 C 1.900 1.993 7.400  -0.17
89 O -1.360 -1.695 4.591  -0.15
90 H 1.882 3.029 7.060  0.12
91 C -5.066 -4.288 5.536  -0.17
92 C 4.680 2.934 -1.818  -0.22
93 H -4.046 -0.773 -0.069  0.10
94 H 4.284 1.269 -5.554  0.09
95 H 0.519 3.478 8.998  0.12
96 C -0.113 -0.575 -5.341  -0.10
97 O 4.292 2.924 -4.232  -0.19
98 H 2.804 3.344 -2.882  0.13
99 H -5.110 -5.215 6.107  0.12
100 O 6.117 -1.208 0.051  -0.17
101 H 1.425 0.870 5.527  0.11
102 H -1.228 -5.494 -3.168  0.08
103 H -1.462 4.356 -9.206  0.13
104 H 2.744 7.387 -4.018  0.09
105 H -10.529 -0.609 -5.709  0.08
106 H -3.225 -2.209 -0.915  0.06
107 H 4.330 -0.701 -1.069  0.10
108 H 4.341 3.236 -0.827  0.12
109 H 6.079 4.383 -0.541  0.12
110 H 7.614 -0.016 -0.520  0.09
111 O -0.818 0.434 -6.037  -0.20
112 H -3.648 2.045 -12.276  0.07
113 N 1.839 -0.151 -0.155  -0.28
114 S 1.413 1.164 0.420  0.51
115 H 0.213 -0.769 3.658  0.07
116 H -1.240 3.887 0.238  0.08
117 C -8.150 0.654 -4.912  -0.17
118 H 2.621 -4.302 1.781  0.12
119 C -1.143 -6.287 -2.425  -0.06
120 H -2.570 -0.627 -0.876  0.07
121 O -3.952 -6.043 0.288  -0.14
122 H -0.165 -6.404 -1.959  0.08
123 C 0.167 -1.918 -1.495  -0.66
124 O -0.132 5.331 1.172  -0.18
125 C -3.138 -4.833 0.357  -0.16
126 H -0.978 1.581 12.481  0.08
127 H 2.443 6.101 1.681  0.13
128 O -3.224 3.215 -10.577  -0.19
129 H 3.055 -1.357 5.186  0.08
130 C -0.771 2.147 9.992  -0.25
131 H 7.207 3.645 1.383  0.08
132 H -3.806 -3.102 4.285  0.13
133 H -7.029 -2.798 7.844  0.08
134 O 2.143 -0.328 -2.712  -0.31
135 H -1.157 -4.720 -0.423  0.11
136 C 2.323 5.473 0.799  -0.18
137 O -4.803 -8.367 0.559  -0.14
138 H 0.614 0.964 12.129  0.08
139 O -0.891 0.882 10.527  -0.15
140 F -0.651 -2.076 -2.497  0.16
141 C -10.348 0.426 -5.997  -0.10
142 H -2.307 -4.067 -1.483  0.10
143 H 2.912 8.814 -2.878  0.09
144 H -2.622 -4.653 1.301  0.11
145 H 0.741 1.060 -7.228  0.13
146 C 4.434 -4.858 0.723  -0.16
147 H 0.441 -1.197 -6.045  0.08
148 C -4.575 0.472 -4.071  -0.18
149 C -5.533 -7.629 1.471  -0.23
150 C 6.602 0.101 -0.132  -0.10
151 C 2.372 -1.316 6.034  -0.12
152 H 0.207 -2.995 4.637  0.10
153 H 4.231 -0.973 0.730  0.11
154 H 3.882 -5.264 -0.125  0.11
155 H 5.644 6.650 -1.504  0.09
156 O -0.021 0.712 -1.980  -0.32
157 H 2.688 1.927 8.151  0.12
158 C 3.906 1.603 -4.589  -0.10
159 H 4.163 0.898 -3.799  0.07
160 O 1.848 2.289 -0.407  -0.32
161 C 4.780 7.311 -1.435  -0.19
162 H -7.425 -3.875 6.576  0.08
163 C -1.087 3.375 -9.500  -0.19
164 H 3.373 -5.866 2.289  0.12
165 H 4.530 7.241 0.696  0.13
166 C 2.259 1.037 6.209  -0.16
167 C 0.921 5.626 0.180  -0.16
168 H 0.529 2.022 -5.777  0.12
169 C 2.430 1.228 2.073  -0.66
170 C -1.430 -3.873 5.674  -0.13
171 O -8.946 0.693 -6.131  -0.21
172 O 8.299 2.892 -0.324  -0.17
173 C -0.852 -0.966 3.538  -0.11
174 H 0.741 6.629 -0.208  0.11
175 H 0.693 4.998 -0.681  0.11
176 C 2.971 7.733 -3.010  -0.10
177 H -4.964 -10.274 -0.244  0.08
178 C -0.008 1.514 -6.579  -0.19
179 H 1.361 -1.220 5.639  0.07
180 H -6.608 -7.559 1.303  0.12
181 C 3.881 3.493 -2.968  -0.15
182 H -0.584 -0.177 12.352  0.08
183 O 0.711 1.642 8.105  -0.12
184 H 8.475 4.876 -0.768  0.11
185 H 8.663 3.721 -2.102  0.13
186 H -3.819 -3.984 0.409  0.11
187 H -4.214 1.317 -4.658  0.12
188 H -6.412 -4.446 7.871  0.08
189 F 3.694 1.519 1.842  0.14
190 C -3.519 -1.160 -0.942  -0.10
191 H 8.933 3.877 1.368  0.08
192 O 2.611 -0.196 6.821  -0.18
193 O -1.409 2.285 -8.578  -0.13
194 H -6.379 -9.949 0.586  0.08
195 H -1.584 2.112 -11.211  0.12
196 F 1.055 -2.878 -1.329  0.14
197 C 4.696 -1.266 -0.212  -0.19
198 C -3.677 0.189 -2.910  -0.20
199 H 5.133 -5.675 0.903  0.11

As for the charge: -1. The frontier orbital gap is 8.920 eV.



Number 1: largest force on an atom 7.18 eV/Å. Number 2: largest force on an atom 2.24 eV/Å. Number 3: largest force on an atom 4.99 eV/Å. Number 4: largest force on an atom 3.03 eV/Å. Number 5: largest force on an atom 6.35 eV/Å.